1:
DFT (ωB97M-V/def2-TZVPD) results for 2 unconnected molecules or ions with the total composition C9H14.

Last column: Mulliken charge in e.
Geometry (Å):
1 C 0.040 -2.732 -1.161  -1.648
2 C 0.324 -1.260 -1.070  1.214
3 C 1.621 -0.849 -0.812  -0.765
4 C -0.679 -0.387 -0.937  -0.283
5 C 1.806 0.530 -0.722  -0.217
6 C -0.502 1.031 -0.784  -0.339
7 C 0.796 1.478 -0.796  -0.383
8 H 0.541 -3.389 -1.808  0.435
9 H -0.900 -2.854 -1.582  0.451
10 H 2.457 -1.434 -0.959  0.446
11 H -1.823 -0.867 -1.133  0.033
12 H 2.853 0.868 -0.800  0.303
13 H -1.537 1.533 -0.815  0.291
14 H 1.008 2.695 -0.868  0.198
15 H 0.092 -3.184 -0.151  0.269
16 C -1.347 0.448 2.214  -0.493
17 C -1.221 1.747 2.938  -1.051
18 H -2.359 0.422 1.712  0.220
19 H -0.573 0.221 1.333  0.002
20 H -1.441 -0.541 2.764  0.384
21 H -1.007 1.766 4.009  0.290
22 H -0.404 2.313 2.404  0.291
23 H -1.928 2.411 2.680  0.350

Results
Orbital gap (hartree): 0.372
LUMO energy (eV): 0.98
Spin multiplicity: 1


2:
DFT (ωB97M-V/def2-TZVPD) results for 2 unconnected molecules or ions with the total composition C9H14.

Last column: Mulliken charge in e.
Geometry (Å):
1 C 1.148 4.201 1.121  -0.788
2 C 2.447 3.393 0.961  -0.869
3 H 0.610 4.277 0.183  0.255
4 H 0.496 3.678 1.816  0.242
5 H 1.392 5.196 1.487  0.330
6 H 2.369 2.623 0.196  0.273
7 H 2.793 2.988 1.907  0.244
8 H 3.199 4.052 0.572  0.345
9 C -0.536 0.936 0.210  -1.120
10 C -0.073 -2.344 -1.618  -0.317
11 C -0.154 -0.975 -1.437  -0.514
12 C -0.489 -3.222 -0.615  -0.467
13 C -0.756 -0.473 -0.277  0.882
14 C -1.193 -2.740 0.473  -0.413
15 C -1.400 -1.367 0.579  -0.582
16 H 0.330 -2.773 -2.528  0.359
17 H 0.155 -0.278 -2.207  0.345
18 H -0.059 -4.215 -0.672  0.343
19 H -1.589 -3.454 1.183  0.370
20 H 0.464 1.301 0.417  0.158
21 H -1.146 1.102 1.089  0.333
22 H -1.827 -0.923 1.468  0.272
23 H -0.900 1.579 -0.600  0.318

Results
Orbital gap (hartree): 0.363
LUMO energy (eV): 1.02
Spin multiplicity: 1


3:
DFT (ωB97M-V/def2-TZVPD) results for 2 unconnected molecules or ions with the total composition C9H14.

Last column: Mulliken charge in e.
Geometry (Å):
1 C -2.297 0.241 0.199  -1.496
2 C 0.977 -1.512 -0.556  -0.483
3 C 0.983 -1.491 -1.934  -0.474
4 C -0.041 -0.918 0.151  -0.272
5 C -1.159 -0.407 -0.490  0.758
6 C -0.076 -0.848 -2.601  -0.440
7 C -1.195 -0.392 -1.917  -0.519
8 H 1.797 -2.065 -0.112  0.348
9 H 1.790 -1.754 -2.603  0.345
10 H 0.016 -0.922 1.232  0.391
11 H -0.091 -0.890 -3.677  0.341
12 H -2.451 1.269 -0.121  0.328
13 H -2.163 0.282 1.284  0.356
14 H -2.121 -0.100 -2.388  0.386
15 H -3.231 -0.297 0.007  0.366
16 C 1.005 2.636 2.471  -0.815
17 C 1.624 1.343 2.951  -0.388
18 H -0.068 2.485 2.290  0.194
19 H 1.011 3.407 3.241  0.309
20 H 1.369 2.995 1.509  0.283
21 H 1.108 0.496 2.509  -0.086
22 H 2.698 1.282 2.766  0.268
23 H 1.539 1.258 4.036  0.299

Results
Orbital gap (hartree): 0.367
LUMO energy (eV): 1.02
Spin multiplicity: 1


Short version: 1 is the least stable of them.


1:
DFT (ωB97M-V/def2-TZVPD) results for 2 unconnected molecules or ions with the total composition C9H14.

Last column: Mulliken charge in e.
Geometry (Å):
1 C 1.542 -0.806 -1.222  -1.478
2 C 0.436 -0.949 2.409  -0.438
3 C -0.215 0.262 2.563  -0.503
4 C 0.979 -1.270 1.161  -0.388
5 C 1.037 -0.346 0.132  0.685
6 C -0.023 1.229 1.592  -0.418
7 C 0.587 0.958 0.378  -0.283
8 H 0.433 -1.771 3.114  0.339
9 H -0.771 0.415 3.479  0.368
10 H 1.337 -2.285 1.032  0.325
11 H -0.464 2.212 1.706  0.333
12 H 1.195 -0.150 -2.016  0.292
13 H 1.052 -1.766 -1.412  0.360
14 H 0.693 1.659 -0.437  0.405
15 H 2.610 -1.008 -1.158  0.395
16 C -1.567 1.155 -2.730  -0.739
17 C -2.021 -0.306 -2.463  -0.527
18 H -0.488 1.130 -2.690  0.131
19 H -1.913 1.450 -3.723  0.333
20 H -2.136 1.823 -2.113  0.250
21 H -1.171 -0.778 -1.963  -0.033
22 H -2.879 -0.339 -1.790  0.270
23 H -2.296 -1.004 -3.256  0.320

Results
Orbital gap (hartree): 0.370
LUMO energy (eV): 1.04
Spin multiplicity: 1


2:
DFT (ωB97M-V/def2-TZVPD) results for 2 unconnected molecules or ions with the total composition C9H14.

Last column: Mulliken charge in e.
Geometry (Å):
1 C -0.628 -0.797 1.050  -1.350
2 C 1.222 2.518 0.682  -0.201
3 C 0.131 1.636 0.632  -0.542
4 C 2.604 2.101 0.618  -0.705
5 C 0.450 0.333 0.702  0.871
6 C 2.785 0.675 0.585  -0.350
7 C 1.726 -0.194 0.582  -0.440
8 H 1.243 3.620 0.725  0.273
9 H -0.858 2.129 0.659  0.338
10 H 3.276 2.821 0.706  0.508
11 H 3.771 0.312 0.376  0.350
12 H -1.668 -0.545 1.349  0.362
13 H -0.180 -1.349 1.826  0.386
14 H 2.107 -1.273 0.679  0.232
15 H -0.721 -1.539 0.206  0.249
16 C -3.126 -2.577 -1.260  -0.399
17 C -3.174 -2.038 -2.678  -0.752
18 H -2.640 -2.001 -0.491  -0.085
19 H -4.166 -2.523 -0.815  0.286
20 H -2.714 -3.685 -1.229  0.215
21 H -3.921 -2.742 -3.249  0.224
22 H -2.070 -2.145 -3.160  0.204
23 H -3.400 -1.025 -3.053  0.326

Results
Orbital gap (hartree): 0.365
LUMO energy (eV): 0.95
Spin multiplicity: 1


3:
DFT (ωB97M-V/def2-TZVPD) results for 2 unconnected molecules or ions with the total composition C9H14.

Last column: Mulliken charge in e.
Geometry (Å):
1 C 1.196 0.162 -2.894  -1.435
2 C 1.323 2.918 -0.401  -0.365
3 C 0.913 2.257 0.795  -0.678
4 C 1.379 2.233 -1.562  -0.554
5 C 1.024 0.887 -1.575  0.867
6 C 0.640 0.960 0.804  -0.485
7 C 0.632 0.269 -0.456  -0.200
8 H 1.639 4.007 -0.360  0.268
9 H 0.722 2.860 1.598  0.455
10 H 1.703 2.625 -2.474  0.430
11 H 0.518 0.382 1.678  0.525
12 H 1.397 -0.882 -2.602  0.357
13 H 2.035 0.492 -3.466  0.399
14 H 0.113 -0.786 -0.409  0.122
15 H 0.302 0.338 -3.436  0.317
16 C -1.664 -3.127 1.881  -0.953
17 C -2.286 -1.698 1.706  -0.742
18 H -0.674 -2.991 1.590  0.285
19 H -1.341 -3.219 2.941  0.280
20 H -2.322 -3.797 1.494  0.367
21 H -2.724 -1.502 2.594  0.396
22 H -3.097 -1.532 1.029  0.340
23 H -1.426 -0.855 1.524  0.005

Results
Orbital gap (hartree): 0.370
LUMO energy (eV): 1.02
Spin multiplicity: 1


4:
DFT (ωB97M-V/def2-TZVPD) results for 2 unconnected molecules or ions with the total composition C9H14.

Last column: Mulliken charge in e.
Geometry (Å):
1 C 1.342 -3.706 0.004  -0.837
2 C 0.543 -2.793 -0.930  -0.758
3 H 1.905 -3.029 0.654  0.241
4 H 0.725 -4.345 0.628  0.290
5 H 2.108 -4.219 -0.554  0.288
6 H -0.240 -2.275 -0.365  0.181
7 H 0.004 -3.318 -1.698  0.342
8 H 1.168 -2.024 -1.385  0.253
9 C -0.375 3.027 -1.523  -1.374
10 C -0.723 0.700 2.033  -0.673
11 C -1.767 0.636 1.117  -0.388
12 C 0.516 1.170 1.599  -0.292
13 C -1.564 1.324 -0.074  -0.391
14 C 0.698 1.869 0.419  -0.550
15 C -0.396 1.988 -0.444  0.878
16 H -0.782 0.176 2.955  0.372
17 H -2.726 0.165 1.269  0.398
18 H 1.285 1.043 2.354  0.366
19 H -2.323 1.396 -0.844  0.300
20 H 1.668 2.295 0.242  0.353
21 H -0.631 4.014 -1.152  0.288
22 H -1.066 2.883 -2.358  0.384
23 H 0.633 3.023 -1.946  0.329

Results
Orbital gap (hartree): 0.367
LUMO energy (eV): 0.99
Spin multiplicity: 1


Short version: 2 is the least stable of them.


1:
DFT (ωB97M-V/def2-TZVPD) results for a single C4H8O3 molecule.

Last column: Mulliken charge in e.
Geometry (Å):
1 C 1.136 0.248 1.991  -1.015
2 C 1.398 0.553 0.528  -0.233
3 O 0.615 -0.347 -0.283  -0.329
4 C -0.533 0.108 -0.781  0.698
5 O -0.907 1.259 -0.765  -0.618
6 C -1.375 -1.009 -1.359  -0.298
7 O -2.527 -0.506 -1.961  -0.536
8 H 0.084 0.423 2.240  0.279
9 H 1.378 -0.797 2.212  0.281
10 H 1.751 0.886 2.634  0.354
11 H 2.440 0.365 0.256  0.265
12 H 1.131 1.579 0.267  0.320
13 H -0.772 -1.578 -2.078  0.259
14 H -1.613 -1.689 -0.528  0.221
15 H -2.552 0.441 -1.749  0.352

Results
Orbital gap (hartree): 0.419
LUMO energy (eV): 0.83
Spin multiplicity: 1


2:
DFT (ωB97M-V/def2-TZVPD) results for a single C4H8O3 molecule.

Last column: Mulliken charge in e.
Geometry (Å):
1 C 2.006 1.119 -1.346  -0.613
2 O 1.501 -0.077 -0.759  -0.354
3 C 0.271 0.019 -0.229  1.217
4 O -0.384 1.077 -0.314  -0.776
5 C -0.198 -1.127 0.496  -1.339
6 C -1.671 -1.089 0.660  -0.233
7 O -1.729 0.061 1.685  -0.483
8 H 2.010 1.938 -0.622  0.289
9 H 3.024 0.885 -1.661  0.220
10 H 1.401 1.414 -2.207  0.272
11 H 0.341 -2.065 0.441  0.322
12 H -0.655 -0.281 1.812  0.519
13 H -2.290 -0.743 -0.173  0.244
14 H -2.110 -1.953 1.155  0.259
15 H -1.517 0.821 1.062  0.456

Results
Orbital gap (hartree): 0.342
LUMO energy (eV): 0.86
Spin multiplicity: 1


Short version: 2 is the least stable of them.


1:
DFT (ωB97M-V/def2-TZVPD) results for a molecular structure, C5H8N2O2.

Last column: Mulliken charge in e.
Geometry (Å):
1 C -0.551 -2.046 0.594  -1.180
2 C 0.189 1.280 -0.244  1.068
3 C 0.593 -0.128 -0.731  0.120
4 C -0.404 -0.846 -0.238  0.083
5 N 0.848 1.563 0.984  -0.588
6 N 1.458 -0.254 -1.757  -0.409
7 C -1.536 0.535 0.369  -0.279
8 O -0.053 2.150 -1.123  -0.622
9 O -1.908 0.581 1.521  -0.510
10 H 1.241 2.496 0.980  0.252
11 H 0.312 1.356 1.821  0.246
12 H 2.131 -1.005 -1.820  0.215
13 H 1.578 0.597 -2.301  0.240
14 H -2.187 0.804 -0.480  0.421
15 H -1.582 -2.403 0.618  0.327
16 H 0.102 -2.828 0.185  0.373
17 H -0.231 -1.853 1.622  0.243

Results
Orbital gap (hartree): 0.273
LUMO energy (eV): -0.93
Spin multiplicity: 1


2:
DFT (ωB97M-V/def2-TZVPD) results for a single C5H8N2O2 molecule.

Last column: Mulliken charge in e.
Geometry (Å):
1 C 0.897 1.522 -0.320  0.007
2 C -1.199 -0.058 -1.683  -1.073
3 C 0.386 0.246 1.829  -1.553
4 C -0.963 -0.373 -0.213  -0.941
5 C 0.344 -0.042 0.370  1.190
6 N 1.203 2.618 -0.318  -0.449
7 N 1.335 -1.085 -0.011  0.985
8 O 0.911 -1.895 -0.782  -0.559
9 O 2.462 -1.170 0.475  -0.584
10 H -0.435 -0.726 -2.199  0.271
11 H -2.186 -0.156 -2.170  0.385
12 H -1.117 1.080 -1.842  0.288
13 H 0.518 -0.593 2.422  0.427
14 H 1.207 0.979 1.912  0.432
15 H -0.502 0.856 2.197  0.364
16 H -1.604 0.199 0.379  0.375
17 H -1.255 -1.401 -0.045  0.436

Results
Orbital gap (hartree): 0.399
LUMO energy (eV): -0.71
Spin multiplicity: 1


Short version: 2 is the least stable of them.